# 1
Here is an isolated molecule of C20H24N2O3S in a non-equilibrium geometry from the OMol25 dataset. Energies are from ωB97M-V/def2-TZVPD.

Computed properties:
- lowest unoccupied orbital energy (eV) = 0.6678
- HOMO level (eV) = -9.04

Last column: Mulliken charge in e.
Positions of all 50 atoms, in Å:
1 O 0.391 -3.412 0.607  -0.665
2 C 1.251 -2.605 0.896  0.080
3 N 2.380 -2.476 0.164  -0.034
4 H 3.067 -1.782 0.403  0.293
5 C 2.570 -3.196 -1.075  -0.959
6 H 3.525 -3.731 -1.044  0.398
7 H 1.758 -3.924 -1.127  0.417
8 C 2.541 -2.267 -2.298  -1.179
9 C 1.303 -1.410 -2.338  0.883
10 C 1.406 -0.024 -2.369  -0.630
11 C 0.274 0.773 -2.377  -0.230
12 C -0.981 0.194 -2.349  -0.319
13 C -1.095 -1.187 -2.332  -0.924
14 C 0.037 -1.983 -2.332  -0.101
15 H -0.067 -3.057 -2.313  0.325
16 H -2.071 -1.649 -2.314  0.365
17 H -1.865 0.814 -2.338  0.404
18 H 0.375 1.848 -2.401  0.437
19 H 2.384 0.438 -2.393  0.311
20 H 2.590 -2.889 -3.194  0.393
21 H 3.426 -1.625 -2.286  0.372
22 C 1.133 -1.733 2.150  0.626
23 C -0.346 -1.371 2.339  -1.151
24 C -0.781 -0.429 1.217  -0.569
25 N 0.045 0.756 1.137  0.421
26 S -0.465 2.017 2.108  1.490
27 O -1.046 1.560 3.341  -0.706
28 O 0.605 2.971 2.177  -0.783
29 C -1.759 2.653 1.049  0.017
30 C -1.380 3.265 -0.129  -0.297
31 C -2.354 3.713 -1.004  -0.726
32 C -3.694 3.540 -0.690  -0.422
33 C -4.064 2.929 0.498  -0.637
34 C -3.089 2.481 1.376  -0.203
35 H -3.340 2.008 2.313  0.479
36 H -5.108 2.802 0.739  0.411
37 H -4.454 3.886 -1.375  0.396
38 H -2.073 4.195 -1.929  0.409
39 H -0.328 3.387 -0.331  0.458
40 C 1.465 0.506 1.055  0.140
41 C 1.946 -0.436 2.160  -1.674
42 H 1.782 0.057 3.121  0.503
43 H 3.019 -0.618 2.067  0.512
44 H 1.952 1.478 1.140  0.538
45 H 1.664 0.085 0.064  -0.583
46 H -1.806 -0.092 1.376  0.521
47 H -0.728 -0.946 0.254  -0.164
48 H -0.953 -2.275 2.303  0.544
49 H -0.491 -0.873 3.298  0.469
50 H 1.452 -2.368 2.986  0.344

# 2
Here is an isolated molecule of C20H24N2OS in a non-equilibrium geometry from the OMol25 dataset. Energies are from ωB97M-V/def2-TZVPD.

Computed properties:
- lowest unoccupied orbital energy (eV) = 0.7713
- HOMO level (eV) = -7.84

Last column: Mulliken charge in e.
Positions of all 48 atoms, in Å:
1 N 3.072 4.418 -1.205  -0.358
2 O -0.356 -4.149 3.269  -0.547
3 S 2.559 1.766 -1.167  -0.235
4 C 3.864 5.481 -1.092  -0.317
5 C 3.591 3.186 -1.063  0.532
6 C 5.260 5.356 -0.972  -0.391
7 C 4.945 2.985 -0.900  -0.563
8 C 5.833 4.084 -0.872  -0.354
9 C -3.471 -5.097 1.478  -0.652
10 C -2.404 -5.117 2.414  -0.673
11 C -3.465 -4.148 0.467  -0.828
12 C -1.376 -4.140 2.368  0.681
13 C -1.462 -3.113 1.417  0.252
14 C -2.497 -3.125 0.487  0.563
15 N -1.664 0.046 -1.513  0.064
16 C -2.919 0.831 -1.332  -1.007
17 C 1.016 2.497 -0.485  -1.177
18 C -0.461 0.889 -1.708  -1.206
19 C -0.364 -2.034 1.413  -1.442
20 C 0.402 0.219 0.559  -1.395
21 C -2.650 -1.994 -0.514  -1.122
22 C -0.007 1.400 -0.316  0.684
23 C -0.786 -0.765 0.727  0.927
24 C -1.387 -1.131 -0.664  -0.440
25 H -0.608 -4.590 4.093  0.306
26 H 3.421 6.461 -1.234  0.369
27 H 5.940 6.186 -1.017  0.355
28 H 5.271 1.961 -0.853  0.385
29 H 6.902 3.915 -0.830  0.387
30 H -4.271 -5.859 1.495  0.343
31 H -2.454 -5.834 3.204  0.324
32 H -4.246 -4.169 -0.264  0.429
33 H -3.809 0.183 -1.450  0.305
34 H -2.949 1.646 -2.054  0.337
35 H -2.989 1.241 -0.333  0.367
36 H 0.624 3.276 -1.172  0.447
37 H 1.272 2.999 0.465  0.505
38 H -0.680 1.716 -2.384  0.379
39 H 0.333 0.285 -2.156  0.389
40 H 0.553 -2.429 0.902  0.419
41 H -0.006 -1.803 2.412  0.480
42 H 1.282 -0.327 0.179  0.390
43 H 0.672 0.624 1.561  0.335
44 H -3.438 -1.346 -0.122  0.433
45 H -2.996 -2.365 -1.485  0.450
46 H -0.852 1.915 0.131  0.258
47 H -1.569 -0.276 1.292  0.327
48 H -0.677 -1.756 -1.174  0.285

# 3
Here is a structure of composition C20H24N3PS2W in a non-equilibrium geometry from the OMol25 dataset. Energies are from ωB97M-V/def2-TZVPD.

Computed properties:
- total charge = +2
- lowest unoccupied orbital energy (alpha / beta) (eV) = -6.1625 / -7.4463
- spin multiplicity = 3
- HOMO level (alpha / beta) (eV) = -14.26 / -14.50

Last column: Mulliken charge in e.
Positions of all 51 atoms, in Å:
1 W -1.317 0.751 0.241  0.422
2 C -3.319 1.552 1.185  -0.488
3 C -2.385 1.517 2.235  -0.484
4 C -1.345 2.434 1.904  -0.369
5 C -1.633 3.031 0.660  -0.573
6 C -2.849 2.466 0.191  -0.389
7 H -4.258 1.031 1.160  0.534
8 H -2.491 0.989 3.167  0.526
9 H -0.519 2.691 2.540  0.526
10 H -1.082 3.831 0.202  0.543
11 H -3.395 2.773 -0.683  0.586
12 S -3.084 -0.425 -1.091  -0.315
13 C -1.891 -1.662 -1.012  0.275
14 N -0.818 -1.316 -0.341  0.705
15 C 0.208 -2.291 -0.452  -0.901
16 C 1.522 -2.244 0.012  -0.033
17 C 2.341 -3.336 -0.214  -1.007
18 C 1.879 -4.470 -0.888  -0.600
19 C 0.589 -4.517 -1.374  -0.613
20 C -0.228 -3.414 -1.156  1.225
21 S -1.863 -3.197 -1.727  -0.124
22 H 1.913 -1.379 0.523  0.338
23 H 3.366 -3.309 0.141  0.458
24 H 2.542 -5.314 -1.044  0.417
25 H 0.226 -5.385 -1.920  0.429
26 C 1.393 2.099 -1.965  -1.575
27 P -0.218 1.264 -1.968  1.173
28 C -1.276 2.394 -2.916  -1.441
29 C 0.043 -0.135 -3.084  -1.415
30 H 1.624 2.382 -2.992  0.529
31 H 2.173 1.427 -1.604  0.440
32 H 1.378 3.002 -1.354  0.392
33 H -0.819 2.580 -3.887  0.503
34 H -1.396 3.348 -2.402  0.365
35 H -2.254 1.939 -3.064  0.349
36 H 0.477 0.257 -4.005  0.547
37 H -0.907 -0.614 -3.318  0.392
38 H 0.724 -0.867 -2.652  0.324
39 N -0.631 -1.209 2.853  -0.254
40 C 0.448 -0.447 2.562  0.596
41 C 1.559 -0.494 3.424  -1.027
42 C 2.656 0.273 3.173  -0.584
43 C 2.672 1.123 2.053  -0.825
44 C 1.570 1.152 1.268  -0.313
45 N 0.453 0.385 1.489  0.675
46 H -0.559 -1.855 3.620  0.294
47 H -1.298 -1.443 2.151  0.171
48 H 1.523 -1.160 4.280  0.429
49 H 3.512 0.229 3.839  0.460
50 H 3.520 1.753 1.822  0.514
51 H 1.520 1.809 0.418  0.190

ΔE to the lowest compared entry with this formula, charge and spin for every record listed, in sequence, given in eV: 1.409, 0.835, 0.362.